Entry 1:
Entry from OMol25: a structure of composition C24H64B2F8O24PtS8 (wB97M-V/def2-TZVPD).

```
! RIJCOSX wB97M-V def2-TZVPD def2/J DEFGRID3
* xyz 0 3
H 2.4499 1.6323 1.0756
H -3.3111 4.0153 -4.7582
H 5.1420 -4.4140 4.1614
H 3.6400 2.6388 -2.9389
H -3.9062 -1.1714 0.4378
H -2.9853 -1.8086 1.8433
H -3.3403 6.2345 -5.3391
O 1.0586 1.9692 5.1713
C -3.9321 -1.3869 1.5060
O -5.5360 0.6041 2.3092
S -4.1091 0.2591 2.2810
C 2.5809 -5.1170 -4.4399
O 2.5526 -3.4531 5.7565
O 1.4786 2.5061 -4.5114
H -1.4100 -0.7528 4.6680
O 3.3623 3.8485 -5.7251
H -1.9988 6.2520 -4.3468
H 2.9213 -6.1235 -4.6833
S -0.4539 1.4446 4.6624
S 2.4071 -4.5348 -0.5375
H 7.5188 -0.3614 0.8157
O 2.9189 -4.6710 -2.1019
H 0.2603 -0.6733 5.4820
C 3.0929 0.7763 0.8712
C -0.4891 1.3656 -3.6379
C -4.6180 -0.3287 4.7329
H -1.3078 -2.1814 -4.1652
O 3.5308 -4.8562 0.3378
O -3.1989 1.1640 1.6230
H 3.4974 3.3403 5.3596
H 4.2443 2.1507 4.2981
H 1.1165 2.0055 -2.5651
H 2.0941 -2.1713 0.4558
O -0.6890 1.9596 3.2931
H -3.3324 -0.0723 6.5421
C 2.1378 2.1423 4.2128
O -1.4106 1.8434 5.6963
H 2.4265 -2.3825 -1.3223
H -5.1152 -1.9813 -4.0256
C -0.2056 -3.8527 2.4613
H 2.6547 1.1304 -1.1171
H 4.4538 1.1893 -0.8701
H -4.8939 -0.9077 6.7269
F -1.5206 0.6525 -0.3539
Pt -1.5505 2.6036 1.1932
H 0.6573 -5.7310 3.1699
H 0.1176 -4.6064 4.4347
C 1.9476 -4.9872 -3.0546
H -1.1091 1.7178 -4.4623
S -3.9874 3.3101 -1.5856
O -5.1752 4.1376 -1.4466
H -4.5949 1.0297 -1.6571
O 1.5851 5.1874 -4.3902
H -3.3964 1.3410 -2.8330
C -0.3900 -0.3686 4.6620
O 1.1844 -5.3166 -0.3818
O 4.8514 -1.5615 1.1366
F 0.4052 -0.3576 -0.4925
C 6.7981 0.4428 0.9640
H 1.9465 2.9681 3.5276
S -3.6329 -0.4064 -5.0628
F -0.8413 -0.6109 1.2977
H -1.2408 -4.1936 2.4799
H -5.7731 -1.3287 -5.5746
H 3.4177 1.6093 5.7694
H -2.7893 -2.5266 -1.4290
O -2.7467 -0.8327 -3.7133
H -5.9204 -0.4018 -4.0476
H 3.5324 -4.5908 -4.5171
C -2.0071 -2.4232 -2.1811
H 5.1412 -2.7294 4.1090
H 6.6075 1.0259 0.0630
H -1.5065 -3.3911 -2.1576
O -3.2472 -1.0785 -6.2658
F 0.1422 1.3262 0.7920
C 3.5046 0.7685 -0.5385
C -4.3155 1.7565 -2.4199
H 2.8023 4.0586 -2.2013
C 3.3940 2.3335 4.9550
O 2.0369 -4.4816 3.4309
C 1.8813 -2.7406 -0.4490
H -4.6208 4.4625 -3.8942
H -5.0824 1.7511 -3.1945
C -4.0423 -0.7484 6.0656
H -5.0973 0.6466 4.8182
S 2.8101 -3.2635 4.3131
C -3.5425 4.6211 -3.8821
F -0.5570 3.6440 -0.6178
H 1.8216 -4.9313 -5.1996
H 1.4068 -5.8853 -2.7559
O -3.0166 4.0870 -2.7106
O 2.3723 -2.0561 3.6954
H 2.4626 -0.0349 1.2358
C -3.0689 6.0506 -4.2995
O -3.6152 -0.0894 3.8472
B -0.1095 4.6622 0.2097
H -3.6040 -1.7458 6.0316
H -4.5638 -2.1191 2.0088
H -0.0896 -0.7890 3.7022
H -3.5497 6.6992 -3.5672
O 4.2303 0.8269 1.8158
H 7.1619 1.2137 1.6432
B -0.4723 0.2206 0.2890
H -1.3671 -1.6465 -1.7625
C 0.6148 -4.6834 3.4678
C 4.6300 -3.5864 3.6704
H -5.3426 -1.0563 4.3674
C -2.2725 -2.1206 -3.6613
H -0.9718 1.0585 -2.7102
H -0.0175 -2.8181 2.7482
C -5.2992 -1.0883 -4.6229
C 0.6663 2.3786 -3.4850
F -1.1993 5.4977 0.4581
H 1.2158 -4.1806 -3.0984
F 1.0018 5.3021 -0.3187
H 4.7260 -3.5324 2.5860
O 5.8417 -0.5094 3.2675
H 2.1326 1.3067 3.5129
H 3.6222 -0.3065 -0.6749
H 0.2314 3.3594 -3.2923
O -3.7048 1.0400 -5.0898
H -2.8218 -2.9449 -4.1163
S 2.4123 3.9749 -4.5915
S 5.4079 -0.4411 1.8852
H 4.2562 4.3276 -3.1396
O -3.2093 3.0405 -0.3650
H 0.1812 -4.0259 1.4570
H 0.8281 -2.6374 -0.7103
C 3.3763 3.6903 -3.0517
H 0.0027 0.5013 -4.0844
F 0.3195 4.0032 1.3350
*
```

## Properties
Highest occupied orbital energy (alpha / beta) (eV): -10.449 / -10.449
<S²>: 2.003

Entry 2:
Entry from OMol25: a cluster of 13 separate species, C34H94BClN2O19S2 in total (wB97M-V/def2-TZVPD).

```
! RIJCOSX wB97M-V def2-TZVPD def2/J DEFGRID3
* xyz 0 1
H 2.8298 -4.1033 3.9962
C -2.0418 -1.3390 6.3895
H 1.3689 -5.9118 4.4229
H -2.9874 3.0040 0.8961
C 1.8866 -3.9725 3.3982
H 1.0077 0.2292 1.5728
H -2.6878 -1.5306 7.2892
H -1.5774 2.5251 -0.1876
C 2.7174 4.5859 -6.2917
H -0.4273 6.5014 -8.3749
H 6.8206 -1.8031 -1.9373
C -0.2886 1.4466 2.9726
C -4.0293 10.8413 -0.1454
H 0.3209 -4.6106 -0.6043
C -2.1762 0.5904 4.4613
H 3.7777 -5.7560 -2.2498
H -4.2570 -1.5906 4.2670
N -1.4572 -2.3134 3.5315
C -0.6721 -1.1884 2.9976
H -4.4437 -1.6619 6.0413
C 0.1314 1.2834 -4.3208
H -1.7756 -4.1189 -4.7579
H 1.9269 5.1411 -5.7993
C -2.8384 -0.3045 5.5242
C -1.0139 2.9022 2.9000
H -4.7966 0.7784 0.6145
H 1.7175 7.2732 -8.0175
H 1.4155 -1.8366 1.2086
H -2.5882 1.3449 1.8891
O 2.1645 3.5245 2.2388
Cl -0.4074 4.0375 4.2288
H 0.5082 4.4672 -8.4446
C -3.5596 -4.0299 -4.0042
H 0.0320 -5.2524 3.4549
H 2.0196 -0.2295 -2.3279
H -0.1790 0.7988 -5.2507
H -0.6465 -1.6475 -0.7980
H -0.0878 3.1416 -9.4716
C 5.4425 -8.9569 -4.4691
H -1.2177 -3.9845 0.0346
O -1.0404 3.3407 -7.6690
H -4.7876 11.4113 0.3876
C -4.0921 -0.0845 0.5105
H -6.5635 1.9917 4.0659
C -2.0131 3.3198 0.4704
H 4.4795 -6.3212 1.2836
H -1.5182 -3.0790 2.8604
O 2.6536 0.5260 4.9306
H -3.1005 8.0726 2.0769
H 2.1443 -3.6663 2.3657
H -2.1260 4.2157 -0.1737
O -2.1434 -3.9600 -3.8854
H -0.6215 6.5167 -6.6082
H 0.9096 2.7699 -8.0448
O -4.0373 9.5057 0.3483
C -3.4543 -0.3852 1.9546
C 2.6338 -3.0743 -0.9816
C 3.1262 -6.6182 -2.1225
H -3.0510 11.2982 0.0244
O 0.6848 1.6785 3.9798
H 5.3205 -9.6985 -3.6818
C -3.2621 7.2661 2.7930
C 0.1443 3.4373 -8.4497
H -1.2307 4.7569 1.8477
H -3.9979 -3.8520 -3.0239
H 1.9606 1.5668 -4.8887
H -3.9161 -3.2668 -4.7013
B 0.9877 -2.9212 4.2183
O -5.7900 1.8271 4.6114
S 2.1857 2.1931 1.6088
H 0.9692 -0.0077 -0.8817
H 6.0948 -5.9377 1.9503
H -4.2026 0.0428 2.6560
H -0.0039 1.3848 0.7134
H 2.5683 4.6245 -7.3705
O 1.2919 6.8498 -7.2675
C -4.2476 -0.9695 5.1840
H 3.3766 -2.6751 -0.2590
H -4.6782 2.8420 6.0036
H -4.2748 6.1620 1.5582
C 0.1417 -2.3802 -0.4862
H 2.3242 -4.0935 -0.6381
C 1.1446 -5.3715 3.4723
H 2.7646 -0.4731 -0.6545
H -0.8784 -3.9070 -1.7904
O 0.4456 -3.3984 5.4571
C 0.3744 -2.2338 1.0735
C -0.9432 3.7088 1.5864
O -0.6498 -1.4268 1.5867
O 2.1946 -6.3346 -1.0786
H 5.8278 -1.4072 -3.3588
C 1.8512 -0.5646 -1.2718
H 1.6312 -7.1060 -0.9837
H -1.1127 -0.9050 6.8313
H -0.8139 3.6039 -6.7731
H 4.5290 -7.3467 -5.0458
H -3.8584 -5.0204 -4.3574
H 3.6835 5.0266 -6.0325
H -3.3627 9.0204 -0.1338
H -3.2750 0.2637 -0.1577
O 1.5312 1.1400 -4.1382
H -0.3865 8.0478 -7.4804
H -3.0259 1.2386 4.1022
H -1.5906 1.3493 5.0580
H 3.1903 -3.2265 -1.9389
C -0.4457 -3.8173 -0.7622
C 1.4382 -2.1062 -1.3075
H 6.4179 -8.4756 -4.3609
H -3.1835 0.4184 6.3180
H -0.3784 0.8094 -3.4827
H -2.3754 7.1532 3.4151
O 3.3186 1.2981 1.9939
H 1.6216 -1.0547 3.1630
H 3.7280 -7.4878 -1.8551
O 4.4045 -7.9911 -4.3447
N -2.2105 0.4027 1.9728
C 6.0718 -1.1148 -2.3389
O -3.4902 6.0415 2.0989
H -6.4163 3.2187 6.0140
O 4.8844 -1.1723 -1.5570
H 6.4706 -0.0968 -2.3427
C -1.3441 0.2631 3.1833
C -5.5537 3.0060 5.3775
C -0.1158 6.9896 -7.4485
H -3.3441 -1.4803 1.9663
H -4.5891 -0.9752 0.0791
H 3.3792 2.7561 -6.2976
H -4.2597 10.8481 -1.2138
H -1.8837 -2.3381 5.9413
H -5.0800 -0.2172 5.1836
O 0.5551 -0.7484 5.0334
O 2.6715 3.2281 -5.8495
H 1.1747 -2.2972 -2.3803
C 0.7238 -1.3704 3.7374
H 2.5927 -6.8091 -3.0551
H -2.4184 -2.1115 3.7784
H -5.3669 3.8541 4.7136
H 5.1204 -0.9111 -0.6620
H 1.4167 -6.0627 2.6460
O 5.8486 -5.5644 -0.0718
H 1.1444 -3.4701 6.1146
H -0.1354 2.3448 -4.3510
H -4.1208 7.4989 3.4278
H 0.0121 3.8056 1.0418
H 5.8725 -7.3618 0.9083
H 5.3807 -9.4522 -5.4418
S 1.1949 0.7633 5.2013
C 0.5750 1.2578 1.6515
H -2.1042 2.8425 3.1314
H 5.5604 -4.6651 0.1046
H 0.2703 -3.2767 1.4806
C 5.5550 -6.3358 1.0866
H 2.3652 2.4024 0.2399
*
```

## Properties
Highest occupied orbital energy (eV): -8.705

In order of appearance, F_max = 6.09 4.09 eV/A.